[1]
Density functional theory data (ωB97M-V with the def2-TZVPD basis set) for a single C3H5ClS molecule.

Geometry as ORCA input:
```
! RIJCOSX wB97M-V def2-TZVPD def2/J DEFGRID3
* xyz 0 1
C 0.04373 0.53234 0.23516
C -0.73587 -0.38003 1.03273
C 0.60299 0.11777 -1.05847
S 0.40065 2.29083 0.67625
Cl 1.32161 -1.55295 -1.33910
H -0.26298 -0.92256 1.83523
H -1.53341 0.28203 1.49476
H -1.17923 -1.21531 0.31203
H 1.53929 0.75253 -1.32863
H -0.19678 0.09534 -1.85994
*
```

The value obtained for the energy above the lowest of the compared OMol25 structures with the same formula, charge and spin is 25.1 kcal/mol. The LUMO energy is -1.204 eV. The value obtained for the HOMO energy is -9.03 eV. The calculation puts the HOMO-LUMO gap at 7.823 eV. For the electronic energy, the calculation gives -26547.884 eV.

[2]
Density functional theory data (ωB97M-V with the def2-TZVPD basis set) for 2 unconnected molecules or ions with the total composition C3H5ClS.

Geometry as ORCA input:
```
! RIJCOSX wB97M-V def2-TZVPD def2/J DEFGRID3
* xyz 0 1
C 1.22893 0.37172 0.16840
C 1.13597 1.45208 0.83235
C 1.34793 -0.59648 -0.60852
S -2.59188 -1.05670 -0.37326
Cl 2.08918 2.89638 0.36253
H -3.73484 -0.50403 -0.53442
H 0.78913 1.62115 1.75433
H 0.65100 -0.82084 -1.50042
H 2.04509 -1.38091 -0.63089
H -2.96051 -1.98237 0.52990
*
```

The value obtained for the energy above the lowest of the compared OMol25 structures with the same formula, charge and spin is 44.3 kcal/mol. The LUMO energy is 0.744 eV. The value obtained for the HOMO energy is -9.54 eV. The calculation puts the HOMO-LUMO gap at 10.284 eV. For the electronic energy, the calculation gives -26547.051 eV.

[3]
Density functional theory data (ωB97M-V with the def2-TZVPD basis set) for a single C3H5ClS molecule.

Geometry as ORCA input:
```
! RIJCOSX wB97M-V def2-TZVPD def2/J DEFGRID3
* xyz 0 1
C 0.46570 1.12646 -1.46181
C -0.60594 -0.09903 1.14986
C -0.23527 -1.37972 1.40151
H 1.38583 0.47006 -1.50767
H 0.66415 2.20507 -1.30602
H 0.19255 1.08789 -2.56527
H -0.86440 0.44060 2.03823
H -0.32086 -1.80357 2.40037
S -1.00050 0.54184 -0.49440
Cl 0.31875 -2.58960 0.34520
*
```

The value obtained for the energy above the lowest of the compared OMol25 structures with the same formula, charge and spin is 13.8 kcal/mol. The LUMO energy is 0.660 eV. The value obtained for the HOMO energy is -8.90 eV. The calculation puts the HOMO-LUMO gap at 9.557 eV. For the electronic energy, the calculation gives -26548.372 eV.